{
  "formula": "C20H48ClN8O3P2",
  "method": "ωB97M-V with the def2-TZVPD basis set",
  "symbols": ["O", "C", "C", "C", "C", "N", "C", "C", "C", "Cl", "C", "N", "H", "H", "H", "H", "H", "H", "H", "H", "H", "H", "H", "H", "O", "P", "N", "C", "C", "N", "C", "C", "N", "C", "C", "H", "H", "H", "H", "H", "H", "H", "H", "H", "H", "H", "H", "H", "H", "H", "H", "H", "H", "O", "P", "N", "C", "C", "N", "C", "C", "N", "C", "C", "H", "H", "H", "H", "H", "H", "H", "H", "H", "H", "H", "H", "H", "H", "H", "H", "H", "H"],
  "xyz": [[1.594, -0.137, -1.134], [0.276, -0.003, -0.972], [-0.831, -0.146, -2.217], [-0.515, 1.040, -3.304], [0.553, 2.255, -3.020], [0.515, 3.075, -4.296], [1.424, 4.280, -4.248], [1.223, 5.363, -5.461], [-0.313, 5.908, -5.661], [-1.177, 6.271, -4.053], [-0.421, 2.528, -5.350], [-1.046, 1.313, -4.700], [-0.115, 0.242, 0.116], [-0.638, -1.231, -2.671], [-1.913, -0.103, -1.743], [1.237, 2.495, -2.099], [2.568, 3.964, -4.241], [1.188, 4.843, -3.225], [1.872, 6.320, -5.166], [1.676, 4.991, -6.495], [-0.950, 5.144, -6.320], [-0.255, 6.897, -6.319], [-0.578, 2.998, -6.416], [-1.772, 0.695, -5.128], [0.332, 2.651, 2.203], [0.986, 2.520, 3.601], [0.976, 4.207, 3.827], [2.084, 5.096, 4.068], [-0.326, 4.813, 4.104], [2.518, 2.043, 2.936], [3.783, 2.725, 3.172], [2.521, 1.584, 1.536], [1.737, 2.368, 5.208], [1.635, 0.930, 5.579], [1.204, 3.073, 6.387], [2.796, 4.716, 4.809], [1.774, 6.074, 4.463], [2.629, 5.306, 3.144], [-0.705, 4.490, 5.080], [-1.059, 4.519, 3.348], [-0.301, 5.906, 4.105], [3.867, 3.644, 2.584], [4.626, 2.086, 2.882], [3.958, 2.951, 4.225], [2.409, 2.431, 0.843], [1.718, 0.865, 1.349], [3.452, 1.068, 1.277], [0.581, 0.637, 5.680], [2.146, 0.717, 6.526], [2.083, 0.284, 4.822], [0.163, 2.801, 6.591], [1.265, 4.160, 6.322], [1.806, 2.826, 7.272], [-1.039, -3.711, -2.262], [-1.224, -5.069, -1.541], [-2.915, -5.002, -1.728], [-3.941, -5.020, -0.716], [-3.425, -5.248, -3.076], [-0.795, -4.406, 0.006], [-1.633, -4.444, 1.196], [-0.099, -3.107, 0.002], [-1.437, -6.630, -0.713], [-0.085, -7.248, -0.640], [-2.282, -7.700, -1.271], [-3.772, -5.772, 0.063], [-4.937, -5.259, -1.116], [-4.037, -4.042, -0.236], [-3.244, -6.286, -3.378], [-2.929, -4.599, -3.803], [-4.498, -5.060, -3.173], [-2.437, -3.703, 1.154], [-1.041, -4.219, 2.092], [-2.059, -5.431, 1.389], [-0.793, -2.288, -0.232], [0.720, -3.096, -0.724], [0.358, -2.886, 0.972], [0.292, -7.461, -1.650], [-0.096, -8.185, -0.070], [0.637, -6.589, -0.155], [-1.947, -8.010, -2.266], [-3.341, -7.446, -1.334], [-2.258, -8.577, -0.609]],
  "spin_multiplicity": 1,
  "e_homo_ev": -9.463,
  "charge": 1,
  "lumo_ev": -3.456
}

{
  "formula": "C20H49B4N6O8P3",
  "method": "ωB97M-V with the def2-TZVPD basis set",
  "symbols": ["C", "P", "C", "B", "O", "B", "O", "B", "O", "O", "O", "B", "C", "C", "C", "C", "C", "C", "O", "H", "H", "H", "H", "H", "H", "H", "H", "H", "H", "H", "H", "H", "O", "P", "N", "C", "C", "N", "C", "C", "N", "C", "C", "H", "H", "H", "H", "H", "H", "H", "H", "H", "H", "H", "H", "H", "H", "H", "H", "H", "H", "O", "P", "N", "C", "C", "N", "C", "C", "N", "C", "C", "H", "H", "H", "H", "H", "H", "H", "H", "H", "H", "H", "H", "H", "H", "H", "H", "H", "H"],
  "xyz": [[0.818, -6.576, 4.962], [-0.147, -6.792, 3.398], [0.406, -5.327, 2.379], [-1.954, -6.386, 3.929], [-3.084, -6.897, 3.310], [-4.116, -5.983, 3.169], [-5.080, -6.237, 2.237], [-6.230, -5.478, 2.331], [-7.395, -6.029, 2.859], [-6.270, -4.198, 1.852], [-4.221, -4.832, 3.947], [-2.950, -4.463, 4.385], [-2.317, -3.063, 4.187], [-1.213, -2.724, 4.976], [-0.597, -1.495, 4.793], [-1.097, -0.642, 3.819], [-2.199, -0.951, 3.041], [-2.814, -2.183, 3.222], [-2.199, -5.484, 4.974], [0.686, -5.585, 5.398], [0.582, -7.345, 5.694], [1.867, -6.684, 4.685], [1.083, -4.715, 2.978], [-0.414, -4.677, 2.082], [0.985, -5.704, 1.541], [-7.676, -5.554, 3.646], [-7.166, -3.854, 1.895], [-0.863, -3.451, 5.696], [0.270, -1.235, 5.384], [-0.594, 0.306, 3.665], [-2.580, -0.286, 2.280], [-3.663, -2.518, 2.639], [-0.763, 1.791, 0.898], [-1.400, 3.083, 0.445], [-1.372, 2.740, -1.250], [-1.087, 3.663, -2.324], [-2.166, 1.597, -1.687], [-0.135, 4.159, 0.952], [0.925, 4.550, 0.042], [0.436, 3.813, 2.252], [-2.490, 4.390, 0.267], [-3.869, 4.064, -0.090], [-2.234, 5.810, 0.431], [-1.769, 4.525, -2.374], [-1.162, 3.161, -3.290], [-0.061, 4.022, -2.276], [-3.213, 1.869, -1.880], [-2.156, 0.812, -0.929], [-1.752, 1.156, -2.597], [1.441, 3.688, -0.403], [1.667, 5.153, 0.570], [0.547, 5.199, -0.750], [1.168, 3.001, 2.182], [-0.343, 3.502, 2.948], [0.929, 4.688, 2.684], [-4.048, 4.213, -1.161], [-4.583, 4.676, 0.465], [-4.099, 3.025, 0.149], [-1.758, 6.226, -0.461], [-1.617, 6.026, 1.297], [-3.171, 6.352, 0.588], [4.753, 2.030, -1.986], [3.989, 1.605, -3.211], [3.036, 0.346, -2.533], [2.676, -0.906, -3.159], [2.106, 0.744, -1.476], [5.348, 1.041, -4.142], [5.716, -0.362, -4.151], [6.544, 1.863, -3.986], [3.058, 1.765, -4.636], [1.717, 2.314, -4.474], [3.414, 1.432, -6.004], [2.116, -0.789, -4.099], [2.043, -1.490, -2.492], [3.547, -1.533, -3.343], [1.145, 1.096, -1.877], [2.532, 1.547, -0.873], [1.908, -0.085, -0.794], [5.871, -0.766, -3.141], [6.639, -0.502, -4.718], [4.970, -0.964, -4.674], [7.092, 1.631, -3.066], [6.288, 2.922, -3.962], [7.213, 1.708, -4.837], [0.961, 1.519, -4.465], [1.463, 3.020, -5.266], [1.640, 2.861, -3.533], [3.307, 0.359, -6.187], [4.424, 1.735, -6.258], [2.758, 1.953, -6.707]],
  "relative_energy_ev": 0.0000,
  "spin_multiplicity": 1,
  "e_homo_ev": -8.025,
  "charge": 0,
  "lumo_ev": 0.103
}

{
  "formula": "C20H49F5NO12S3",
  "method": "ωB97M-V with the def2-TZVPD basis set",
  "symbols": ["O", "S", "O", "N", "S", "O", "O", "S", "O", "O", "C", "F", "F", "C", "F", "F", "F", "H", "C", "C", "C", "O", "H", "H", "H", "H", "H", "H", "H", "H", "C", "C", "C", "O", "H", "H", "H", "H", "H", "H", "H", "H", "C", "C", "C", "O", "H", "H", "H", "H", "H", "H", "H", "H", "C", "C", "C", "O", "H", "H", "H", "H", "H", "H", "H", "H", "C", "C", "C", "O", "H", "H", "H", "H", "H", "H", "H", "H", "C", "C", "C", "O", "H", "H", "H", "H", "H", "H", "H", "H"],
  "xyz": [[1.501, -2.528, -3.525], [1.147, -1.203, -3.089], [1.620, -0.117, -3.908], [-0.437, -1.156, -2.815], [-1.058, 0.267, -2.685], [-0.596, 1.026, -1.545], [-1.357, 0.992, -3.884], [-3.074, -0.356, -2.033], [-3.958, 0.720, -2.416], [-3.069, -0.751, -0.650], [-3.585, -1.823, -3.087], [-2.678, -2.795, -3.037], [-3.698, -1.375, -4.350], [-4.948, -2.437, -2.683], [-5.260, -3.372, -3.591], [-5.910, -1.535, -2.675], [-4.877, -3.027, -1.504], [1.664, -1.032, -1.858], [-6.953, 2.051, 1.068], [-6.721, 0.552, 0.965], [-5.385, 0.162, 1.574], [-6.773, 0.131, -0.395], [-6.166, 2.585, 0.531], [-7.908, 2.330, 0.621], [-6.940, 2.389, 2.106], [-7.531, 0.015, 1.465], [-4.578, 0.665, 1.037], [-5.215, -0.910, 1.476], [-5.321, 0.433, 2.631], [-6.059, 0.573, -0.875], [0.408, -5.990, -1.119], [1.642, -5.109, -1.256], [2.842, -5.720, -0.545], [1.375, -3.807, -0.756], [0.139, -6.103, -0.064], [-0.438, -5.534, -1.634], [0.580, -6.984, -1.537], [1.868, -4.963, -2.313], [2.641, -5.824, 0.522], [3.714, -5.074, -0.661], [3.083, -6.707, -0.944], [1.164, -3.874, 0.182], [2.323, 3.226, 0.602], [3.001, 2.782, -0.688], [2.705, 3.741, -1.831], [2.592, 1.467, -1.031], [1.237, 3.241, 0.471], [2.549, 2.529, 1.410], [2.647, 4.226, 0.902], [4.080, 2.728, -0.532], [1.630, 3.769, -2.029], [3.201, 3.406, -2.741], [3.044, 4.754, -1.599], [1.636, 1.479, -1.187], [6.043, 6.230, 0.251], [6.181, 4.722, 0.399], [7.305, 4.349, 1.354], [6.397, 4.121, -0.876], [6.964, 6.656, -0.159], [5.231, 6.471, -0.435], [5.842, 6.708, 1.211], [5.240, 4.308, 0.763], [8.262, 4.720, 0.975], [7.381, 3.265, 1.445], [7.141, 4.772, 2.346], [7.223, 4.475, -1.227], [2.362, -7.194, 4.714], [2.756, -8.008, 3.491], [3.853, -9.011, 3.815], [3.162, -7.149, 2.429], [3.220, -6.622, 5.080], [1.573, -6.485, 4.463], [2.010, -7.836, 5.523], [1.881, -8.537, 3.110], [4.752, -8.490, 4.155], [4.117, -9.586, 2.928], [3.540, -9.702, 4.600], [3.938, -6.657, 2.723], [-5.164, 5.887, -0.800], [-4.673, 6.047, 0.632], [-3.296, 6.693, 0.682], [-4.660, 4.787, 1.296], [-4.487, 5.237, -1.361], [-6.152, 5.427, -0.815], [-5.218, 6.849, -1.311], [-5.382, 6.659, 1.193], [-2.567, 6.066, 0.161], [-2.964, 6.802, 1.715], [-3.302, 7.677, 0.210], [-4.044, 4.211, 0.827]],
  "spin_multiplicity": 1,
  "e_homo_ev": -6.999,
  "charge": -1,
  "lumo_ev": 2.207
}